ORCA calculation (wB97M-V/def2-TZVPD) on a cluster of 9 separate species, C19H40F3O15 in total.

Calculated values
energy: -2175.91844 Eh
spin multiplicity: 1
molar mass: 565.5 u
total charge: -3

Atoms and positions in Å:
C 0.539 0.647 -5.021
C 1.094 -0.607 -5.279
C 2.387 -1.047 -4.586
O 2.881 -2.199 -4.774
C 3.093 -0.128 -3.806
C 2.636 1.207 -3.607
C 1.161 1.542 -4.094
O 0.629 2.601 -3.749
O 3.287 2.162 -3.180
O 0.598 -1.347 -6.190
H -0.302 0.990 -5.608
H 4.118 -0.230 -3.464
C 0.230 1.937 0.178
O -0.969 1.237 -0.310
O 0.159 3.220 0.036
C 0.415 1.394 1.618
F -0.694 1.573 2.391
F 0.797 0.100 1.729
F 1.387 2.085 2.307
C -0.836 0.214 -1.280
C -0.934 -1.149 -0.575
H -1.925 -1.318 -0.136
H -0.812 -1.921 -1.351
H -0.183 -1.334 0.190
H 0.152 0.187 -1.753
H -1.601 0.289 -2.053
H 1.088 1.496 -0.388
C 2.855 -2.222 -1.148
O 2.889 -0.980 -0.520
C 3.590 -1.043 0.690
C 3.941 0.392 1.098
O 4.741 0.293 2.263
C 5.070 1.515 2.857
H 3.825 -2.468 -1.613
H 2.198 -2.328 -2.013
H 2.631 -3.120 -0.548
H 4.472 -1.697 0.649
H 2.966 -1.449 1.503
H 2.994 0.882 1.307
H 4.440 0.847 0.237
H 5.530 1.306 3.826
H 4.149 2.072 3.081
H 5.736 2.123 2.236
C -5.007 -1.244 -0.631
O -4.992 -0.913 0.734
C -5.164 -1.984 1.612
C -3.889 -2.795 1.816
O -2.795 -2.043 2.252
C -1.673 -2.857 2.427
H -4.943 -0.326 -1.210
H -5.930 -1.738 -0.980
H -4.209 -1.924 -0.944
H -5.885 -2.717 1.222
H -5.521 -1.610 2.573
H -3.685 -3.205 0.809
H -4.024 -3.714 2.405
H -0.771 -2.288 2.639
H -1.450 -3.487 1.556
H -1.822 -3.568 3.257
O -0.833 -3.191 -4.550
H -1.085 -2.370 -4.116
H -0.104 -2.908 -5.138
O -2.009 3.139 -3.366
H -2.399 2.408 -3.850
H -1.045 3.068 -3.575
O -3.608 1.456 0.484
H -4.348 0.835 0.445
H -2.831 0.905 0.646
O -2.627 3.785 2.457
H -1.985 3.339 3.018
H -2.796 4.626 2.893
C 1.290 2.751 5.345
O 0.313 2.358 6.322
H 1.897 3.580 5.724
H 1.943 1.915 5.091
H 0.762 3.057 4.448
H 0.800 1.938 7.035

Force components x, y, z for each atom (eV/Å):
C 1.05 -0.03 0.92
C -0.87 0.00 -1.73
C 1.71 -1.14 0.58
O -0.99 0.23 -0.35
C -0.45 1.89 0.27
C -1.01 0.12 -0.64
C -0.22 -0.27 -0.47
O 0.39 0.36 0.14
O 0.37 -0.14 0.27
O 0.42 -0.37 0.77
H -0.20 -0.08 0.12
H -0.01 -0.76 -0.10
C 0.82 1.10 -1.77
O -0.47 -0.65 -0.23
O -0.02 -0.58 1.30
C -0.36 1.35 0.57
F 0.04 -0.52 0.10
F -0.28 -0.21 0.10
F 0.06 -0.14 -0.20
C 0.89 -0.60 1.52
C -0.63 -0.64 -0.96
H 0.01 0.18 0.13
H 0.05 -0.10 0.11
H 0.12 0.32 -0.06
H -0.05 0.59 -0.18
H -0.08 0.30 0.04
H 0.06 -0.44 0.02
C 0.70 -1.57 -1.41
O -0.25 -0.42 0.31
C -0.24 0.46 0.67
C -0.34 -1.03 -0.63
O 0.51 -0.26 0.14
C -0.71 0.07 0.24
H 0.18 0.26 0.19
H -0.34 0.96 0.19
H -0.20 0.53 0.75
H 0.20 0.21 -0.31
H -0.14 -0.17 -0.14
H 0.22 0.39 -0.05
H 0.16 0.34 0.25
H 0.24 -0.08 -0.13
H 0.11 0.23 -0.21
H -0.01 0.03 -0.02
C -0.19 -0.42 -0.96
O -0.57 -0.22 -0.07
C 0.52 -0.68 0.72
C 0.26 -0.38 -1.42
O -0.34 0.16 0.27
C 0.50 -0.85 0.17
H 0.33 0.08 0.15
H -0.23 0.03 0.57
H 0.30 0.25 0.22
H -0.25 0.15 0.01
H -0.06 0.29 -0.13
H 0.37 0.05 0.04
H -0.36 0.28 0.47
H -0.26 0.45 -0.05
H -0.15 0.25 -0.23
H -0.11 0.11 0.11
O -0.06 -0.36 0.06
H 0.12 0.11 -0.08
H -0.06 0.33 -0.06
O -0.14 0.28 -0.40
H 0.12 -0.10 0.03
H -0.08 -0.23 0.28
O -0.85 -0.11 -0.04
H 0.48 0.32 0.37
H 0.36 0.38 -0.25
O -0.38 0.22 0.37
H 0.18 -0.14 -0.30
H 0.12 0.02 -0.03
C -0.13 -0.08 0.18
O 0.21 0.08 0.02
H 0.00 0.05 -0.07
H -0.02 0.02 -0.12
H 0.02 -0.01 -0.01
H -0.11 -0.04 0.04

ORCA calculation (wB97M-V/def2-TZVPD) on the molecule C9H6I2.

Calculated values
energy: -941.66737 Eh
spin multiplicity: 3
molar mass: 368.0 u

Atoms and positions in Å:
C -0.391 -1.359 -0.165
C -0.965 -0.633 -1.141
C 0.496 -1.035 0.952
C -0.833 0.780 -1.525
C 1.204 0.059 1.070
C -1.044 1.801 -0.730
C 1.423 1.332 0.860
C 0.395 2.387 1.237
C -0.867 2.408 0.409
I 1.310 4.379 1.260
I -2.426 3.621 1.230
H -0.675 -2.405 -0.155
H -1.608 -1.186 -1.819
H 0.576 -1.816 1.697
H -0.688 0.948 -2.587
H 2.375 1.682 0.492
H 0.078 2.231 2.272

Force components x, y, z for each atom (eV/Å):
C 3.07 -2.07 6.59
C -1.51 3.71 -4.24
C -4.07 -4.14 -2.60
C -0.33 -1.97 -0.59
C 1.77 4.22 -0.82
C 0.89 0.38 2.06
C -0.10 -0.18 0.48
C -0.08 0.28 0.13
C -0.51 0.61 -0.35
I -0.06 -0.41 0.02
I 0.26 -0.41 -0.21
H -0.17 0.01 0.20
H 0.44 -0.12 -0.32
H 0.25 -0.25 -0.13
H -0.26 0.07 -0.19
H 0.27 0.09 0.05
H 0.13 0.18 -0.09

ORCA calculation (wB97M-V/def2-TZVPD) on the molecule C4H5ClN2O.

Calculated values
energy: -800.15370 Eh
spin multiplicity: 1
molar mass: 132.6 u

Atoms and positions in Å:
C -1.615 -0.763 -0.244
C -1.614 -2.132 -0.487
C 1.020 -1.456 0.015
C 1.458 0.980 -0.204
N -0.684 0.134 -0.225
N 0.642 -0.219 -0.125
O -2.013 -3.126 0.195
Cl 2.709 -1.729 -0.030
H -2.613 -0.335 -0.380
H 2.449 0.780 0.197
H 1.544 1.297 -1.243
H 0.969 1.762 0.375
H -2.233 -2.968 1.142

Force components x, y, z for each atom (eV/Å):
C 0.21 0.45 0.29
C 1.35 -0.14 -0.97
C -1.61 -0.39 0.06
C 0.53 0.34 0.01
N -0.87 0.68 0.08
N 0.41 -0.53 0.04
O -0.54 -0.59 0.86
Cl 0.42 0.03 -0.06
H 0.01 -0.03 0.09
H -0.13 0.03 -0.06
H -0.02 0.02 0.05
H 0.00 -0.09 -0.10
H 0.25 0.20 -0.29

ORCA calculation (wB97M-V/def2-TZVPD) on the molecule C6H13OP.

Calculated values
energy: -652.70591 Eh
spin multiplicity: 3
molar mass: 132.1 u

Atoms and positions in Å:
C 1.183 -0.373 -0.297
C -1.415 -1.817 1.160
C -1.998 -2.725 1.858
C -1.434 -0.462 -0.652
C 2.698 -0.072 -0.198
C -0.113 2.138 -1.246
O -1.384 -1.741 -0.171
P -0.103 0.736 -0.113
H 0.876 -1.316 0.207
H -1.004 -0.888 1.564
H -0.725 1.499 0.976
H -2.440 -3.619 1.475
H -1.670 -2.866 2.904
H -1.130 -0.428 -1.812
H -2.383 -0.045 -0.703
H 3.083 -1.044 -0.214
H 3.012 0.455 -1.062
H 3.124 0.257 0.796
H 0.981 2.496 -1.483
H -0.459 1.658 -2.244
H -0.699 2.935 -0.853

Force components x, y, z for each atom (eV/Å):
C 3.53 -2.26 0.57
C 0.50 2.77 -0.26
C 0.42 -2.65 2.51
C 2.78 1.47 -3.59
C -2.05 -0.70 1.07
C 2.60 -1.68 -2.81
O -0.41 -1.58 -1.21
P -1.86 2.72 2.16
H 0.44 0.46 -0.85
H 0.28 -0.47 0.73
H -1.13 0.00 0.19
H -0.37 -0.20 -0.65
H -0.69 0.71 -0.41
H -0.59 -0.81 2.15
H -2.01 0.87 0.64
H 1.13 -1.51 -0.57
H 0.67 0.88 -0.45
H -0.97 0.66 -0.89
H -1.86 -0.55 0.47
H 0.11 1.46 1.23
H -0.54 0.40 -0.03

ORCA calculation (wB97M-V/def2-TZVPD) on the molecule C3H4INS.

Calculated values
energy: -867.30065 Eh
SMILES: I[C@@H]1C=NCS1
spin multiplicity: 1
molar mass: 213.0 u

Atoms and positions in Å:
I 3.034 -0.117 -0.028
C 0.921 0.089 0.725
C 0.007 -0.994 0.318
N -1.035 -0.800 -0.326
C -1.224 0.529 -0.712
S 0.033 1.620 0.025
H 1.086 0.398 1.686
H 0.380 -2.012 0.670
H -1.052 0.303 -1.811
H -2.151 0.985 -0.548

Force components x, y, z for each atom (eV/Å):
I -1.03 -0.13 0.21
C -0.19 2.63 -3.56
C 2.24 -2.54 2.12
N -1.10 -1.16 1.02
C 1.89 -0.01 -2.82
S 0.81 -1.17 0.36
H 0.34 -0.29 2.60
H -0.96 1.04 -0.78
H -0.41 1.53 0.63
H -1.60 0.10 0.22

ORCA calculation (wB97M-V/def2-TZVPD) on the molecule C15H13ClN4O2S2.

Calculated values
energy: -2205.04227 Eh
SMILES: CC[C@@H](Cl)c1c(S)c(CON=O)c(-c2ccncc2)c2nsnc12
spin multiplicity: 1
molar mass: 380.9 u

Atoms and positions in Å:
C 3.709 -0.725 2.581
C 4.459 -0.330 1.212
C 3.767 0.853 0.380
Cl 4.573 0.832 -1.306
C 2.203 0.671 0.118
C 1.497 -0.590 -0.432
S 2.467 -2.104 -0.841
C -0.086 -0.611 -0.688
C -0.855 -1.901 -1.292
O -1.964 -2.348 -0.447
N -1.452 -3.118 0.536
O -2.305 -3.418 1.328
C -0.995 0.636 -0.405
C -2.563 0.662 -0.651
C -3.246 0.901 -2.048
C -4.766 0.935 -2.318
N -5.694 0.698 -1.264
C -5.120 0.439 0.011
C -3.646 0.407 0.478
C -0.319 1.952 0.176
N -1.056 3.172 0.472
S 0.228 4.206 1.012
N 1.634 3.240 0.897
C 1.264 1.923 0.413
H 4.512 -1.196 3.274
H 3.252 0.156 3.150
H 2.965 -1.566 2.349
H 4.674 -1.280 0.593
H 5.508 0.064 1.520
H 3.938 1.875 0.878
H 1.839 -2.587 -2.006
H -1.330 -1.661 -2.321
H -0.167 -2.801 -1.441
H -2.547 1.085 -2.947
H -5.159 1.120 -3.383
H -5.888 0.212 0.848
H -3.331 0.196 1.563

Force components x, y, z for each atom (eV/Å):
C 0.79 -0.80 -0.21
C 0.89 0.45 0.94
C -0.98 -1.04 -0.03
Cl -0.38 0.40 1.10
C -3.03 -0.83 -0.72
C -1.12 3.33 0.56
S -1.00 0.79 -0.41
C -1.14 3.27 0.90
C 0.70 0.44 -0.87
O 0.69 0.95 -1.03
N -1.42 -0.96 2.15
O 1.57 0.48 -1.45
C 2.53 -0.98 0.02
C -4.47 -0.40 -0.46
C -0.33 -0.16 1.43
C 2.19 -0.77 3.23
N 4.31 -0.08 0.36
C 1.56 0.12 0.22
C -0.01 0.79 -4.26
C -0.17 -0.88 -0.39
N 5.49 -2.86 -0.11
S 0.34 -3.32 -1.10
N -2.70 -2.84 -1.22
C -1.90 1.84 0.26
H -1.37 0.79 -1.10
H 0.47 -1.25 -1.02
H 0.73 1.50 0.55
H -0.65 1.72 0.80
H -1.70 -0.51 -0.71
H -0.25 -1.62 -0.96
H 0.43 0.93 1.26
H 0.74 -0.21 1.91
H -0.82 1.46 0.37
H -1.22 -0.30 1.61
H 0.66 -0.30 2.00
H 1.33 0.48 -1.66
H -0.74 0.35 -1.96

ORCA calculation (wB97M-V/def2-TZVPD) on the molecule C5H9NO.

Calculated values
energy: -325.81788 Eh
SMILES: C=NC(=C)[C@H](C)O
spin multiplicity: 1
molar mass: 99.1 u

Atoms and positions in Å:
C -2.545 0.544 -0.238
N -1.483 1.063 -0.717
C -0.070 0.317 -0.584
C 0.464 0.008 -1.759
C 0.243 0.098 0.823
C 1.939 -0.148 0.808
O -0.381 -1.011 1.399
H -3.524 1.025 -0.410
H -2.588 -0.323 0.449
H 1.424 -0.481 -1.866
H -0.061 0.302 -2.662
H 0.083 0.980 1.445
H 2.475 0.707 0.394
H 2.195 -0.266 1.863
H 2.201 -1.082 0.307
H -0.371 -1.732 0.749

Force components x, y, z for each atom (eV/Å):
C 0.73 0.18 0.45
N 1.21 -1.47 -0.37
C -4.90 1.64 -1.02
C 0.17 0.17 0.50
C 5.22 -0.70 -0.21
C -2.36 0.26 1.21
O -0.50 -0.35 -0.08
H 0.58 0.08 -0.03
H 0.22 0.08 -0.53
H -0.04 0.01 0.12
H 0.05 -0.08 0.15
H -0.28 -0.18 -0.15
H -0.16 -0.11 -0.06
H 0.18 0.03 -0.09
H -0.19 0.16 -0.16
H 0.05 0.27 0.27

ORCA calculation (wB97M-V/def2-TZVPD) on the molecule C2H4P2S.

Calculated values
energy: -1159.41181 Eh
spin multiplicity: 1
molar mass: 122.1 u

Atoms and positions in Å:
C -0.957 -0.148 0.225
C 0.090 -0.816 -0.475
P -0.045 2.330 0.241
P 1.867 1.651 0.486
S 1.711 -0.466 0.456
H -1.783 0.324 -0.330
H -1.178 -0.546 1.290
H 0.143 -1.937 -0.376
H 0.153 -0.393 -1.517

Force components x, y, z for each atom (eV/Å):
C -1.50 2.19 2.05
C 1.93 0.21 -0.68
P 0.52 -2.58 0.36
P -1.43 -0.26 -0.17
S 0.10 0.17 -0.63
H 0.21 -0.87 0.32
H 0.27 1.14 -1.80
H -0.40 0.95 -0.37
H 0.30 -0.95 0.91

Q: molar mass of number 4 (C6H13OP)?
A: 132.1 u